Model a:
One molecule with the formula C5H7FN2. Source: the Open Molecules 2025 dataset; level of theory: ωB97M-V/def2-TZVPD.

ORCA input file:
```
! wB97M-V def2-TZVPD RIJCOSX def2/J DEFGRID3
* xyz 0 1
F -3.340 0.065 -0.114
C -2.006 0.285 -0.472
C -1.100 -0.187 0.633
C 0.326 -0.023 0.234
C 1.155 1.155 0.161
N 2.405 0.875 -0.107
N 2.432 -0.454 -0.237
C 1.226 -0.992 0.013
H -1.853 -0.337 -1.404
H -1.809 1.305 -0.819
H -1.393 -1.263 0.812
H -1.402 0.338 1.510
H 0.968 2.187 0.435
H 3.324 -0.875 -0.584
H 1.067 -2.078 -0.061
*
```

Calculated values
- E_HOMO: -0.3495 Ha
- Gap between HOMO and LUMO: 10.414 eV
- LUMO level: 0.9028 eV
- SMILES: FCCc1cn[nH]c1


Model b:
One molecule with the formula C5H7FN2. Source: the Open Molecules 2025 dataset; level of theory: ωB97M-V/def2-TZVPD.

ORCA input file:
```
! wB97M-V def2-TZVPD RIJCOSX def2/J DEFGRID3
* xyz 0 1
C -2.352 -0.020 -0.005
N -0.970 0.135 -0.421
C 0.023 -0.828 0.042
C 1.243 -0.014 -0.051
C 2.487 -0.433 -0.156
F 3.447 0.424 -0.047
C 0.799 1.391 -0.023
N -0.525 1.403 -0.116
H -2.872 0.914 -0.245
H -2.391 0.005 1.083
H -2.712 -0.967 -0.471
H 0.012 -1.698 -0.541
H -0.231 -1.172 1.036
H 2.773 -1.479 -0.254
H 1.268 2.337 0.168
*
```

Calculated values
- E_HOMO: -0.2917 Ha
- Gap between HOMO and LUMO: 8.721 eV
- LUMO level: 0.7831 eV
- SMILES: CN1C/C(=C/F)C=N1


Model c:
One molecule with the formula C5H7FN2. Source: the Open Molecules 2025 dataset; level of theory: ωB97M-V/def2-TZVPD.

ORCA input file:
```
! wB97M-V def2-TZVPD RIJCOSX def2/J DEFGRID3
* xyz 0 1
N -1.729 0.317 1.400
N -0.738 0.196 0.399
C 0.561 0.702 0.741
C 1.341 0.977 -0.444
C 1.291 0.050 -1.441
C 0.365 -1.089 -1.270
C -0.673 -0.908 -0.426
F -1.770 -1.653 -0.334
H -1.421 -0.117 2.243
H -2.590 -0.125 1.091
H 1.038 -0.035 1.358
H 0.327 1.544 1.420
H 1.683 1.989 -0.482
H 1.980 0.120 -2.336
H 0.336 -1.968 -1.921
*
```

Calculated values
- E_HOMO: -0.2823 Ha
- Gap between HOMO and LUMO: 8.647 eV
- LUMO level: 0.9660 eV
- SMILES: NN1CC=CC=C1F


Least stable: model c


Model a:
One molecule with the formula C6H15NO. Source: the Open Molecules 2025 dataset; level of theory: ωB97M-V/def2-TZVPD.

ORCA input file:
```
! wB97M-V def2-TZVPD RIJCOSX def2/J DEFGRID3
* xyz 0 1
C -2.814 0.102 -0.870
N -1.597 -0.449 -0.301
C -0.543 0.556 -0.078
C -0.690 1.285 1.245
C 0.611 -0.411 -0.153
C 0.795 -1.357 1.023
O 1.802 0.612 -0.162
C 2.964 0.150 -0.768
H -2.772 0.296 -1.951
H -3.048 1.056 -0.397
H -3.686 -0.535 -0.729
H -1.474 -1.393 -0.652
H -0.459 1.277 -0.907
H 0.271 1.744 1.467
H -1.462 2.047 1.169
H -0.967 0.596 2.039
H 0.671 -0.937 -1.117
H 1.249 -0.815 1.849
H -0.170 -1.726 1.360
H 1.448 -2.188 0.763
H 3.515 -0.556 -0.130
H 3.602 1.015 -0.976
H 2.756 -0.369 -1.726
*
```

Calculated values
- E_HOMO: -0.3111 Ha
- Gap between HOMO and LUMO: 9.484 eV
- LUMO level: 1.0188 eV
- SMILES: CN[C@@H](C)[C@H](C)OC


Model b:
A 2-piece molecular cluster, C6H15NO overall. Source: the Open Molecules 2025 dataset; level of theory: ωB97M-V/def2-TZVPD.

ORCA input file:
```
! wB97M-V def2-TZVPD RIJCOSX def2/J DEFGRID3
* xyz 0 1
C -0.270 2.422 -1.008
C 0.741 1.461 -1.667
C 1.113 0.295 -0.773
C 1.571 0.443 0.457
N 1.632 -0.518 1.524
C 0.885 -1.762 1.278
C -0.611 -1.464 1.376
H -0.758 3.083 -1.710
H 0.204 3.082 -0.272
H -1.066 1.908 -0.438
H 0.345 1.122 -2.624
H 1.592 2.117 -1.858
H 0.703 -0.608 -1.186
H 1.906 1.390 0.875
H 1.325 0.047 2.307
H 1.240 -2.586 1.898
H 1.228 -2.145 0.316
H -1.023 -1.196 2.343
H -0.922 -0.716 0.662
H -1.132 -2.366 1.016
O -2.700 -1.476 -1.144
H -2.357 -1.179 -0.296
H -3.647 -1.354 -1.075
*
```

Calculated values
- E_HOMO: -0.2946 Ha
- Gap between HOMO and LUMO: 8.834 eV
- LUMO level: 0.8177 eV
- SMILES: CC/C=C/NCC.O


Model c:
One molecule with the formula C6H15NO. Source: the Open Molecules 2025 dataset; level of theory: ωB97M-V/def2-TZVPD.

ORCA input file:
```
! wB97M-V def2-TZVPD RIJCOSX def2/J DEFGRID3
* xyz 0 1
C -0.988 -2.352 0.300
C -1.414 -0.848 0.139
C -2.315 -0.533 1.375
C -0.185 0.029 0.305
N 0.893 -0.312 -0.669
C 1.967 0.615 -0.789
C 1.662 2.068 -1.207
O 1.521 2.973 -0.133
H -1.860 -2.965 0.095
H -0.674 -2.478 1.328
H -0.109 -2.508 -0.323
H -1.923 -0.755 -0.816
H -2.754 0.456 1.277
H -1.639 -0.542 2.227
H -3.071 -1.294 1.529
H -0.394 1.071 0.058
H 0.299 -0.068 1.279
H 0.583 -0.733 -1.510
H 2.577 0.681 0.120
H 2.673 0.214 -1.529
H 0.683 2.109 -1.705
H 2.388 2.384 -1.957
H 2.079 2.790 0.605
*
```

Calculated values
- E_HOMO: -0.3070 Ha
- Gap between HOMO and LUMO: 9.395 eV
- LUMO level: 1.0402 eV
- SMILES: CC(C)CNCCO


Least stable: model a


Model a:
C6H15NO as an isolated structure. Source: the Open Molecules 2025 dataset; level of theory: ωB97M-V/def2-TZVPD.

ORCA input file:
```
! wB97M-V def2-TZVPD RIJCOSX def2/J DEFGRID3
* xyz 0 1
C -0.894 0.809 -2.034
O -3.121 1.055 -0.538
C 0.072 0.772 -1.123
C -0.325 0.751 0.343
C 0.790 1.270 1.237
C -0.793 -0.726 0.721
C 0.280 -1.723 0.817
N 2.445 -0.957 -0.297
H -1.957 0.809 -1.640
H -0.717 0.775 -3.104
H -4.033 1.010 -0.849
H 1.127 0.845 -1.384
H -1.239 1.342 0.359
H 0.571 2.109 1.903
H 1.230 0.543 1.928
H 1.672 1.595 0.681
H -1.427 -0.946 -0.127
H -1.283 -0.619 1.688
H 0.547 -1.922 1.859
H 1.347 -1.383 0.262
H 0.157 -2.731 0.424
H 2.259 -1.317 -1.234
H 3.291 -1.361 0.110
*
```

Calculated values
- E_HOMO: -0.2675 Ha
- Gap between HOMO and LUMO: 3.480 eV
- LUMO level: -3.7978 eV


Model b:
A 2-piece molecular cluster, C6H15NO overall. Source: the Open Molecules 2025 dataset; level of theory: ωB97M-V/def2-TZVPD.

ORCA input file:
```
! wB97M-V def2-TZVPD RIJCOSX def2/J DEFGRID3
* xyz 0 1
C 1.384 2.132 -1.183
C -0.015 1.616 -1.533
N -0.134 0.170 -1.281
C -1.350 -0.409 -1.865
C -2.342 -0.709 -0.683
C -1.591 -0.214 0.546
C -0.138 -0.238 0.110
H 1.719 1.726 -0.231
H 1.336 3.218 -1.093
H 2.063 1.827 -1.970
H -0.781 2.190 -0.986
H -0.194 1.696 -2.586
H -1.092 -1.355 -2.345
H -1.757 0.279 -2.599
H -2.479 -1.791 -0.677
H -3.314 -0.235 -0.818
H -1.850 -0.839 1.410
H -2.015 0.737 0.895
H 0.180 -1.266 0.150
H 0.519 0.327 0.762
O 3.177 -2.200 4.606
H 3.501 -1.991 3.720
H 3.837 -1.815 5.202
*
```

Calculated values
- E_HOMO: -0.3041 Ha
- Gap between HOMO and LUMO: 9.075 eV
- LUMO level: 0.7995 eV
- SMILES: CCN1CCCC1.O


Model c:
A 2-piece molecular cluster, C6H15NO overall. Source: the Open Molecules 2025 dataset; level of theory: ωB97M-V/def2-TZVPD.

ORCA input file:
```
! wB97M-V def2-TZVPD RIJCOSX def2/J DEFGRID3
* xyz 0 1
C -1.373 0.859 -0.962
C -0.703 0.556 0.147
C -1.018 -0.760 0.831
C 0.024 -1.834 1.041
C 0.083 1.694 0.815
C 1.363 1.222 1.428
N 2.461 0.869 0.427
H -1.589 1.836 -1.354
H -1.984 0.107 -1.485
H -1.855 -1.146 0.233
H -1.446 -0.513 1.828
H -0.285 -2.587 1.785
H 0.211 -2.455 0.150
H 0.981 -1.465 1.371
H -0.487 2.151 1.648
H 0.166 2.597 0.207
H 1.245 0.356 2.032
H 1.843 1.905 2.164
H 2.141 0.317 -0.349
H 3.195 0.361 0.909
O -1.218 -1.050 -4.426
H -0.276 -1.214 -4.555
H -1.479 -1.803 -3.886
*
```

Calculated values
- E_HOMO: -0.3323 Ha
- Gap between HOMO and LUMO: 9.744 eV
- LUMO level: 0.7025 eV
- SMILES: C=C(CC)CCN.O


Least stable: model a